1.
Here is a cluster of 2 separate species, C4H9IN in total in a non-equilibrium geometry from the OMol25 dataset. Energies are from the ωB97M-V functional and the def2-TZVPD basis.

Structure (XYZ):
```
15
Properties=species:S:1:pos:R:3:forces:R:3
C -0.485 0.549 -0.348 -0.29 -0.08 -0.52
C -0.197 -0.792 0.127 3.09 -0.91 -0.89
C -1.873 1.068 -0.585 -0.02 0.05 0.11
C 2.229 -1.487 -0.218 -2.70 1.09 0.35
N -0.094 0.304 1.068 0.16 0.40 0.99
I 3.172 0.317 0.008 -0.02 -0.29 -0.01
H 0.293 1.062 -0.911 0.16 -0.03 0.19
H -0.856 -1.622 0.282 -0.32 -0.07 0.19
H -1.947 2.096 -0.234 -0.05 0.07 -0.04
H -2.620 0.461 -0.082 -0.09 -0.05 0.05
H -2.087 1.061 -1.650 0.02 -0.04 -0.05
H 2.118 -1.870 -1.218 0.06 0.01 -0.11
H 2.279 -2.179 0.605 0.09 -0.06 0.09
H 0.854 0.601 1.347 -0.14 -0.08 -0.13
H -0.786 0.431 1.806 0.02 -0.02 -0.22
```
Positions in Å, forces in eV/Å.

Energy above the lowest of the compared OMol25 structures with the same formula, charge and spin in kcal per mole: 89.65
Gap between HOMO and LUMO (alpha / beta) in eV: 8.3 / 8.4
Charge: +1
Max |F| in hartree/bohr: 0.065
Electronic energy in Ha: -509.8606
E_LUMO (alpha / beta) in eV: -4.893 / -4.876

natural (NBO) population analysis, charges in e, atoms 1 to 6:
1 C -0.0751
2 C -0.0649
3 C -0.6356
4 C -0.4718
5 N -0.5693
6 I 0.3014

***

2.
Here is a cluster of 3 separate species, C31H38BrN5O8 in total in a non-equilibrium geometry from the OMol25 dataset. Energies are from the ωB97M-V functional and the def2-TZVPD basis.

Structure (XYZ):
```
83
Properties=species:S:1:pos:R:3:forces:R:3
C 0.798 -2.482 2.886 0.44 3.07 -0.80
C 1.096 -1.109 2.622 0.39 -2.17 -0.21
C 2.534 -0.655 2.064 2.13 0.77 1.68
C 3.609 -0.223 3.089 -0.85 -0.29 -3.36
C 3.287 -0.279 4.654 1.07 -0.45 0.01
C 2.621 1.059 5.252 -0.32 -0.68 -0.74
N 1.306 1.361 4.605 1.39 -0.04 0.85
C 5.011 0.267 2.562 -1.47 -0.80 -2.76
N 6.045 0.672 3.522 -2.21 0.44 -1.49
C 5.234 0.253 1.033 -2.27 -0.46 1.76
O 6.515 0.675 0.484 -2.93 0.85 1.09
N 7.246 -0.495 0.421 2.27 -1.59 1.98
O 7.931 -0.603 1.395 -0.86 0.04 -1.94
C 4.151 -0.212 -0.004 -0.34 -0.29 0.66
N 4.498 -0.220 -1.395 -4.29 -1.62 0.48
C 3.455 -0.704 -2.238 0.47 0.75 2.38
C 3.827 -0.780 -3.813 1.29 -0.83 1.09
Br 2.840 0.592 -4.897 0.50 -0.55 0.71
C 3.715 -2.284 -4.415 -0.47 0.13 0.21
C 2.628 -2.464 -5.580 0.16 -1.32 -0.27
C 2.071 -1.133 -1.664 -0.22 -0.13 0.18
C 0.964 -1.672 -2.724 -0.91 0.28 1.56
C -0.489 -1.666 -1.997 -2.20 0.37 0.86
C -1.060 -0.225 -1.708 -2.42 -2.76 0.91
C -2.457 -0.011 -1.060 2.09 -4.13 -0.99
C -3.271 -1.312 -0.711 3.35 0.11 -1.45
C -2.683 -2.745 -0.977 1.33 3.14 -0.81
C -1.269 -2.972 -1.637 -1.36 3.90 0.41
C -0.683 -4.429 -1.918 -0.67 0.40 0.83
N 1.656 -1.139 -0.300 5.65 1.55 -3.16
C 2.765 -0.682 0.489 0.52 0.45 2.46
H -0.265 -2.842 2.658 1.56 0.57 1.32
H 1.619 -3.185 3.248 -1.16 0.77 -1.36
H 0.310 -0.274 2.752 1.02 -1.72 -1.14
H 2.636 -1.205 4.874 0.85 1.59 -0.46
H 4.289 -0.470 5.206 -1.51 0.24 -0.88
H 3.328 1.929 5.028 -0.94 -1.05 0.55
H 2.443 0.942 6.390 0.50 0.23 -1.88
H 1.410 1.484 3.588 -0.19 -0.31 0.83
H 0.597 0.654 4.841 0.58 0.50 -0.44
H 6.630 1.405 3.095 -0.15 -0.68 0.15
H 5.555 1.101 4.326 0.51 -0.46 -0.55
H 4.941 -0.490 -3.924 -2.05 -0.13 0.52
H 4.751 -2.613 -4.795 -1.62 0.65 0.54
H 3.478 -2.965 -3.508 0.27 1.00 -1.60
H 3.002 -2.109 -6.616 -0.59 -0.34 1.89
H 2.452 -3.605 -5.687 0.28 1.78 0.11
H 1.608 -2.008 -5.349 1.63 -0.49 -0.32
H 0.850 -0.990 -3.630 0.52 -0.83 1.29
H 1.266 -2.715 -3.081 -0.52 1.41 0.55
H -0.439 0.692 -2.000 -0.91 -1.59 0.47
H -2.849 1.045 -0.865 0.56 -1.93 -0.27
H -4.310 -1.136 -0.262 1.76 -0.65 -0.69
H -3.363 -3.618 -0.693 1.26 1.24 -0.50
H 0.208 -4.612 -1.206 -1.35 0.22 -1.25
H -0.382 -4.623 -3.002 -0.33 0.54 1.49
H -1.514 -5.182 -1.663 1.34 1.08 -0.32
C -2.971 5.497 3.337 -0.38 0.36 0.22
C -2.581 4.130 3.877 -0.32 0.86 -0.19
C -1.117 3.977 4.180 0.39 0.17 0.56
O -0.911 2.581 4.009 -0.88 -0.15 -0.63
C -1.844 2.157 3.112 -0.13 -0.67 -0.40
O -1.834 1.083 2.581 0.09 0.74 0.45
O -2.788 3.116 2.896 0.49 -0.70 0.07
H -3.301 5.443 2.297 0.14 -0.12 0.12
H -3.797 5.908 3.922 0.05 -0.02 -0.16
H -2.151 6.217 3.407 0.02 -0.14 -0.07
H -3.195 3.878 4.749 0.14 -0.08 -0.03
H -0.870 4.280 5.199 0.08 -0.20 -0.10
H -0.466 4.511 3.481 -0.17 0.07 -0.05
C -7.533 0.218 -4.698 -0.05 -0.01 -0.57
C -6.409 0.863 -3.902 -0.57 -0.36 -0.60
C -5.680 -0.078 -2.986 0.55 -0.49 -0.18
O -5.218 0.788 -1.957 -0.51 0.57 0.05
C -6.093 1.832 -1.906 -0.07 0.72 0.74
O -6.129 2.643 -1.026 0.07 -0.63 -0.69
O -6.923 1.829 -2.986 0.46 0.12 0.64
H -8.513 0.594 -4.395 0.19 -0.03 0.11
H -7.412 0.440 -5.762 -0.11 -0.01 0.11
H -7.531 -0.871 -4.606 0.00 0.10 0.13
H -5.716 1.379 -4.575 0.05 -0.05 0.15
H -4.840 -0.571 -3.480 0.03 0.09 0.23
H -6.324 -0.839 -2.534 -0.12 0.07 -0.14
```
Positions in Å, forces in eV/Å.

Gap between HOMO and LUMO in eV: 7.3
Max |F| in hartree/bohr: 0.130
Electronic energy in Ha: -4653.2675
E_LUMO in eV: -0.753
SMILES: C=Cc1c(CCN)c(N)c(ON=O)c2nc([C@H](Br)CC)c(Cc3ccccc3C)nc12.C[C@@H]1COC(=O)O1.C[C@@H]1COC(=O)O1

Löwdin population analysis, charges in e, atoms 1 to 6:
1 C -0.0019
2 C -0.1455
3 C -0.0459
4 C -0.0688
5 C -0.1695
6 C -0.2472

***

3.
Here is a structure of composition C23H43BCeCl2F4N3O4Si in a non-equilibrium geometry from the OMol25 dataset. Energies are from the ωB97M-V functional and the def2-TZVPD basis.

Structure (XYZ):
```
82
Properties=species:S:1:pos:R:3:forces:R:3
C -2.062 0.292 -4.701 -0.04 0.72 -0.16
C -1.576 -0.703 -3.703 1.05 -0.61 0.32
H -1.375 1.140 -4.723 -0.21 -0.05 -0.09
H -3.041 0.703 -4.425 0.17 -0.10 0.04
H -2.108 -0.069 -5.727 -0.12 -0.33 0.08
C -0.843 -1.756 -4.138 -0.26 0.05 1.05
C -0.365 -1.945 -5.535 -0.04 0.09 -0.94
H -0.533 -2.579 -3.479 -0.31 0.68 -0.11
H 0.258 -1.101 -5.877 -0.20 -0.19 0.06
H -1.196 -2.034 -6.250 0.18 0.03 0.04
H 0.239 -2.852 -5.638 -0.09 0.09 0.07
Ce 1.841 0.695 1.792 -0.96 -1.12 -0.34
Cl -2.608 2.356 0.375 0.12 -0.03 0.63
C 0.569 -2.143 2.904 0.33 -0.25 0.45
O 1.610 -1.477 2.631 -0.40 -1.21 0.21
N 0.606 -3.358 3.447 0.14 0.77 -0.61
C 1.856 -4.092 3.432 0.04 -0.18 0.27
C -0.618 -4.008 3.897 -0.26 0.05 -0.25
H -0.422 -1.730 2.732 0.03 -0.12 0.07
H 2.671 -3.435 3.741 -0.07 -0.19 -0.07
H 2.055 -4.488 2.429 0.02 0.08 0.11
H 1.756 -4.928 4.125 0.19 0.08 -0.05
H -1.330 -3.239 4.204 0.04 -0.14 -0.03
H -0.379 -4.652 4.740 -0.02 0.10 0.10
H -1.077 -4.623 3.115 0.15 0.11 0.04
H 1.913 3.807 5.684 0.28 -0.37 -0.30
H -1.294 4.077 5.325 0.27 0.12 0.15
C 1.738 3.233 4.767 -0.16 0.04 -0.03
C -0.377 4.598 5.020 -0.58 0.15 -0.10
N 0.458 3.709 4.236 0.35 -0.18 -0.21
H 1.673 2.153 4.985 -0.01 0.39 0.08
C 0.055 3.267 3.073 0.21 -0.88 -0.63
O 0.792 2.460 2.424 -1.08 2.34 1.08
H -0.675 5.453 4.399 0.18 -0.07 0.37
H -0.942 3.537 2.692 0.44 0.08 0.00
H 2.535 3.399 4.024 -0.23 0.08 0.36
H 0.204 4.913 5.889 -0.35 0.14 -0.15
H 1.516 -0.334 -3.052 0.21 0.12 0.13
H 2.924 -3.321 -3.189 0.23 0.21 0.29
C 2.606 -0.384 -2.935 -0.14 -0.29 -0.29
C 3.667 -2.659 -2.713 -0.14 0.07 0.02
N 2.996 -1.519 -2.061 0.51 0.20 0.30
H 2.997 0.570 -2.561 -0.18 -0.34 0.13
C 2.868 -1.489 -0.734 -0.97 1.14 -0.06
O 2.205 -0.611 -0.098 1.41 -1.65 -1.50
H 4.254 -3.216 -1.968 -0.24 0.11 -0.31
H 3.385 -2.307 -0.205 -0.29 0.18 -0.08
H 3.039 -0.585 -3.931 -0.21 0.14 0.54
H 4.333 -2.296 -3.511 -0.14 -0.05 0.44
O -1.709 0.924 -1.736 -0.11 -1.49 -0.43
C -1.960 -0.382 -2.223 -0.52 0.37 0.72
C -0.251 -2.083 -1.244 0.35 -0.29 -0.22
C -1.474 -1.419 -1.188 0.65 0.59 0.08
H 0.503 -1.709 -1.942 -0.41 -0.40 0.28
C -0.016 -3.251 -0.501 0.17 -0.15 -0.40
H -3.061 -0.619 -2.259 0.28 0.55 0.18
C -2.263 -1.683 -0.071 -1.00 -0.74 -0.27
H 0.891 -3.869 -0.699 -0.69 0.59 0.26
C -1.015 -3.718 0.351 0.05 0.05 0.42
C -2.109 -2.882 0.633 0.06 -0.12 0.34
H -3.111 -1.022 0.126 0.19 -0.26 -0.04
H -0.921 -4.706 0.825 -0.06 0.48 -0.19
H -2.862 -3.195 1.387 0.60 0.36 -0.55
Si -1.529 3.032 -1.357 0.10 0.95 -1.16
Cl 3.297 2.247 0.424 1.09 0.59 -0.32
C 0.060 3.831 -0.616 0.11 -0.30 0.61
C -2.746 4.540 -1.542 0.12 -0.06 0.02
C -0.803 2.839 -3.131 0.45 0.22 -0.38
H 0.824 3.070 -0.410 -0.07 0.04 -0.02
H -0.072 4.389 0.325 -0.16 -0.19 -0.15
H 0.547 4.520 -1.326 -0.46 -0.25 0.03
H -0.678 1.768 -3.169 0.26 0.14 -0.39
H 0.204 3.274 -3.272 -0.39 0.26 0.24
H -1.422 3.175 -3.980 0.01 -0.07 0.41
H -3.700 4.188 -1.960 0.11 0.11 0.07
H -2.368 5.344 -2.197 0.02 -0.39 0.04
H -2.968 4.999 -0.560 0.11 -0.33 -0.39
F -0.633 0.380 1.960 -0.07 -0.40 0.51
B -1.256 0.394 3.303 -0.45 0.44 -0.24
F -0.144 0.343 4.207 -0.07 -0.08 -0.26
F -1.970 1.568 3.497 0.45 -0.32 0.01
F -2.080 -0.717 3.413 0.42 0.11 0.09
```
Positions in Å, forces in eV/Å.

Energy above the lowest of the compared OMol25 structures with the same formula, charge and spin in kcal per mole: 124.72
Gap between HOMO and LUMO (alpha / beta) in eV: 6.1 / 6.1
Max |F| in hartree/bohr: 0.054
Electronic energy in Ha: -3477.0630
E_LUMO (alpha / beta) in eV: -0.646 / -0.652
2S+1: 2

Löwdin population analysis, charges in e, atoms 1 to 6:
1 C -0.0582
2 C -0.2131
3 H 0.0538
4 H 0.0994
5 H 0.0681
6 C -0.1498